81
Properties=species:S:1:pos:R:3:mulliken_charge:R:1 method="wB97M-V/def2-TZVPD" orbital_gap_ev=10.203 homo_energy_ev=-10.12 total_charge=0 largest_force_ev_per_a=4.73 energy_ha=-12361.9669 de_lowest_kj_mol=149.5 smiles="C[C@H]1COC(=O)O1.C[C@H]1COC(=O)O1.C[C@H]1COC(=O)O1.C[C@H]1COC(=O)O1.C[C@H]1COC(=O)O1.BrCCBr.BrCCBr"
Br 0.26506 -5.71350 1.63068 -0.1432
C 1.40971 -4.68130 2.83724 -0.4623
C 0.67717 -3.40908 3.26764 -0.2314
Br 1.66703 -2.41580 4.69937 -0.1883
H 2.28158 -4.46887 2.21851 0.2319
H 1.73031 -5.39411 3.59699 0.4282
H -0.33820 -3.53713 3.64276 0.4508
H 0.56264 -2.85066 2.33858 -0.0785
Br 0.29470 0.97458 -1.34586 -0.1348
C -0.48202 0.04211 0.23858 -0.3017
C -0.08727 0.77588 1.47761 -0.3460
Br -0.89955 -0.14100 3.07779 -0.1598
H -0.09614 -0.97602 0.18748 -0.0431
H -1.56035 -0.04404 0.10480 0.4037
H -0.51306 1.77926 1.47316 0.3463
H 1.00184 0.80808 1.50778 0.2038
C -2.66753 -4.65180 -2.53894 -1.4231
C -3.47104 -4.32738 -1.24059 0.3045
C -2.66214 -4.26229 0.14308 -0.0913
O -2.78907 -2.89354 0.47565 -0.1522
C -3.67596 -2.26174 -0.31888 0.5244
O -3.93430 -1.09454 -0.22853 -0.5023
O -3.94928 -3.02835 -1.42864 -0.3709
H -2.07608 -5.55904 -2.41563 0.3810
H -2.00352 -3.92777 -3.01114 0.3623
H -3.35534 -4.89615 -3.34845 0.3639
H -4.40864 -4.83772 -1.02022 0.3463
H -1.62785 -4.53278 -0.06944 -0.0384
H -3.12304 -4.91264 0.88653 0.3055
C -4.85369 -0.01099 2.53494 -1.2847
C -4.39834 0.29166 3.95592 1.0492
C -4.78572 1.71112 4.40729 -0.4659
O -5.45894 1.52591 5.69158 -0.3721
C -5.81845 0.25411 5.82354 0.6859
O -6.51014 -0.24390 6.64543 -0.5353
O -5.24536 -0.43151 4.81260 -0.4041
H -5.93376 0.13143 2.49957 0.3441
H -4.86136 -1.08842 2.37000 0.2228
H -4.29822 0.57443 1.80224 0.3801
H -3.33692 0.15250 4.16117 -0.2858
H -5.44023 2.26074 3.73080 0.2362
H -3.90812 2.35093 4.49982 0.3453
C 4.38661 -0.44828 -2.54697 -0.9308
C 4.38955 -1.22504 -1.20414 0.1798
C 3.89470 -0.40578 0.01614 0.0551
O 2.76238 -1.11386 0.52518 -0.1664
C 2.56260 -2.18276 -0.26755 0.5970
O 1.58182 -2.90867 -0.21990 -0.5022
O 3.52850 -2.28577 -1.24974 -0.3994
H 3.35432 -0.09833 -2.54827 0.0541
H 4.49090 -1.22338 -3.30620 0.3623
H 5.13853 0.31646 -2.74161 0.3865
H 5.37941 -1.53042 -0.86499 0.3516
H 3.63050 0.58487 -0.35386 -0.3593
H 4.66494 -0.40776 0.78738 0.3873
C 1.28844 4.11814 1.69130 -1.5527
C 2.31381 4.50720 0.67137 0.5111
C 3.70973 4.70014 1.22854 -0.5914
O 4.42479 4.39587 0.08830 -0.3490
C 3.75590 3.55908 -0.66472 0.6045
O 4.22584 3.01489 -1.65567 -0.5572
O 2.52537 3.43896 -0.17484 -0.0497
H 1.52513 3.24809 2.30375 0.3531
H 0.31950 3.98228 1.21088 0.2985
H 1.20653 4.99589 2.33235 0.5031
H 1.98238 5.36843 0.09125 0.2743
H 3.87073 4.11324 2.13283 0.3170
H 3.81868 5.73876 1.54079 0.3584
C 0.19854 3.64070 -5.41026 -1.5051
C 1.36902 2.73210 -5.52719 0.5643
C 1.85224 2.24394 -4.16032 -0.2381
O 1.54957 0.84173 -4.21385 -0.0689
C 1.11155 0.46933 -5.37181 0.4810
O 0.94949 -0.74484 -5.62302 -0.6127
O 0.86897 1.55556 -6.18624 -0.3740
H 0.54348 4.67344 -5.35955 0.3940
H -0.62179 3.30409 -4.77634 0.3258
H -0.28249 3.63072 -6.38833 0.4111
H 2.17543 3.21763 -6.07680 0.2958
H 1.31186 2.69144 -3.32615 0.1952
H 2.92230 2.45093 -4.17470 0.0950

=====

54
Properties=species:S:1:pos:R:3:mulliken_charge:R:1 method="wB97M-V/def2-TZVPD" orbital_gap_ev=6.319 homo_energy_ev=-10.89 total_charge=+1 largest_force_ev_per_a=2.48 energy_ha=-2215.9275 de_lowest_kj_mol=36.4
Ir 2.36556 0.00948 0.39586 0.8491
N 4.93550 1.58819 -2.79178 -0.4093
C 4.06731 1.31919 -1.79789 0.6636
S 4.26230 -0.21397 -0.99264 -0.3869
N 3.13507 2.16648 -1.53195 -1.0683
N 2.33062 1.87511 -0.47914 0.5620
C 1.33138 2.67721 -0.27153 -0.6029
C 0.42994 2.62037 0.83361 0.3552
C -0.73606 3.40969 0.81751 -0.5481
C -1.66013 3.32780 1.82748 -0.8410
C -1.41975 2.46162 2.90365 -0.4945
C -0.25046 1.73836 2.97589 -0.4226
C 0.70015 1.80424 1.94502 0.8495
O 1.83284 1.13254 2.02855 -0.9949
H 5.70557 0.96641 -2.95930 0.1902
H 4.93736 2.49662 -3.22275 0.2432
H 1.18651 3.46297 -1.00779 0.4847
H -0.89843 4.07714 -0.02125 0.5640
H -2.56220 3.92257 1.79773 0.4598
H -2.15748 2.36891 3.69018 0.4182
H -0.02854 1.08922 3.81343 0.5095
C -2.33195 -0.84850 -3.29284 -1.0803
Si -2.29207 0.45349 -1.94858 0.1311
C -3.99181 0.76102 -1.25154 -1.0676
C -1.38427 1.99884 -2.48935 -0.7797
C -1.24144 -0.23202 -0.50165 0.2468
Te 0.58856 -1.00485 -1.26262 0.1168
C 0.39851 -2.95822 -0.44820 -0.9075
Si 0.55516 -3.11861 1.43413 0.1374
C 0.67853 -4.94158 1.79005 -1.0305
C 2.15492 -2.24946 1.89530 -0.9944
C -0.87576 -2.30039 2.30731 -0.7661
H -3.01587 -0.56407 -4.09447 0.3457
H -2.67793 -1.80621 -2.89468 0.3545
H -1.35060 -1.00578 -3.74643 0.3492
H -4.67258 1.13660 -2.01835 0.3775
H -3.96476 1.49208 -0.44098 0.3356
H -4.41757 -0.16418 -0.85768 0.3289
H -1.71285 2.34175 -3.47200 0.4987
H -0.30511 1.82299 -2.54527 0.2281
H -1.55525 2.81108 -1.78107 0.1387
H -1.73915 -1.05067 0.01734 0.4558
H -1.01408 0.56032 0.21735 -0.7792
H 1.18404 -3.54451 -0.93069 0.5073
H -0.56355 -3.33400 -0.80530 0.4758
H 1.59019 -5.36834 1.36743 0.3335
H -0.17116 -5.48720 1.37539 0.3310
H 0.69496 -5.12494 2.86648 0.3267
H 2.94432 -2.45547 1.16210 0.3788
H 2.54361 -2.55394 2.86800 0.4361
H 1.96865 -1.15844 2.01737 0.3461
H -1.83670 -2.62993 1.90576 0.3517
H -0.83184 -1.21096 2.23798 0.0969
H -0.86220 -2.56604 3.36685 0.3960

=====

99
Properties=species:S:1:pos:R:3:mulliken_charge:R:1 method="wB97M-V/def2-TZVPD" orbital_gap_ev="5.204 / 7.528" homo_energy_ev="-7.50 / -9.85" total_charge=+1 largest_force_ev_per_a=4.33 energy_ha=-3299.4848 multiplicity=3
Ti -0.90720 0.54800 -0.27590 -1.0076
C 1.62470 -4.48100 -2.46770 -0.9831
N 0.84810 -3.38580 -2.99650 0.3605
C 0.17160 -3.67500 -4.24650 -1.0565
C 0.76050 -2.15600 -2.46970 0.6756
O 0.22520 -1.21790 -3.04050 -0.6603
C 1.35580 -1.91880 -1.06720 -2.4826
O 1.20510 -0.55890 -0.70950 1.4775
C 2.00410 0.31550 -1.50270 -2.1118
C 1.07990 1.33780 -2.15050 0.2135
O -0.12380 1.34910 -1.84160 0.2788
N 1.56480 2.21580 -3.03940 0.2861
C 0.59220 3.08440 -3.67830 -0.7434
C 2.93360 2.21120 -3.49070 -0.9708
H 2.36340 -4.79000 -3.21360 0.3549
H 0.97950 -5.33490 -2.25360 0.3297
H 2.14750 -4.21190 -1.55730 0.3142
H 0.89270 -3.85370 -5.04800 0.3390
H -0.44910 -2.81960 -4.50110 0.2744
H -0.45330 -4.56200 -4.12670 0.3469
H 2.41950 -2.19220 -1.02640 0.9228
H 0.79250 -2.48330 -0.31840 0.4972
H 2.54010 -0.23590 -2.28500 0.8902
H 2.74240 0.80930 -0.84990 0.5360
H 0.11200 3.71580 -2.92620 0.1943
H -0.18240 2.47810 -4.15260 0.2449
H 1.08370 3.70030 -4.42480 0.3900
H 3.62000 2.10070 -2.65100 0.3453
H 3.14980 3.16060 -3.97390 0.4004
H 3.11280 1.40820 -4.21070 0.2767
C -4.35800 0.99000 -0.46710 -1.0740
Si -3.43060 2.66450 -0.48740 0.4814
C -4.20360 3.75370 0.89200 -1.3290
C -3.63800 3.48360 -2.21190 -1.2802
N -1.76010 2.33110 -0.13340 0.9040
C -0.87020 3.28900 0.21720 0.4877
C -1.07880 4.68750 0.15380 -0.7392
C -0.14110 5.58840 0.61260 -1.1533
C 1.07660 5.17530 1.13620 -0.9230
C 1.34970 3.81760 1.18160 -1.2150
C 0.39150 2.93740 0.73580 0.1456
F 0.66650 1.55490 0.81640 1.5522
H -5.39190 1.13380 -0.17250 0.6323
H -3.91350 0.28090 0.23240 0.0741
H -4.37310 0.52290 -1.44590 0.2565
H -4.92820 4.45070 0.48430 0.3982
H -3.45050 4.33240 1.41870 0.3939
H -4.71840 3.14640 1.63090 0.3744
H -4.67910 3.72080 -2.40330 0.4401
H -3.29760 2.82940 -3.01100 0.2589
H -3.07490 4.40800 -2.29380 0.3513
H -2.00530 5.05820 -0.25280 0.3878
H -0.36030 6.64480 0.56990 0.4486
H 1.79240 5.89260 1.50080 0.4671
H 2.28820 3.44480 1.56540 0.5000
N -1.54660 -2.31690 0.60860 0.4847
C -1.71820 -1.42590 1.67040 -0.4217
C -2.03990 -1.92940 2.92270 -0.7711
C -2.24870 -1.05420 3.98310 -0.6185
C -2.15140 0.31490 3.71640 -1.0589
C -1.80750 0.74170 2.45950 -0.4524
N -1.54300 -0.10190 1.42110 1.7161
C -1.95470 -2.07810 -0.70960 0.0569
C -2.38980 -3.15600 -1.46610 -1.2438
C -2.82990 -2.95300 -2.76920 -0.9893
C -2.79460 -1.64680 -3.26820 -1.1964
C -2.33440 -0.62930 -2.47380 -0.7586
N -1.89760 -0.80810 -1.19650 1.5176
H -1.69800 -3.28210 0.88720 0.4307
H -2.14920 -2.99650 3.06270 0.4772
H -2.47900 -1.42330 4.96810 0.4625
H -2.32950 1.03880 4.49330 0.4626
H -1.74300 1.79980 2.23560 0.1888
H -2.40820 -4.14470 -1.02840 0.4862
H -3.20180 -3.77300 -3.36000 0.5113
H -3.12300 -1.43080 -4.27110 0.4662
H -2.28400 0.39490 -2.82490 0.6631
C 1.54410 -2.06910 2.78770 -0.7212
N 2.44220 -2.46990 3.86020 0.0667
C 2.02230 -1.79330 5.08550 -0.6935
N 2.05730 -0.34430 4.93590 0.1232
C 1.15360 0.00380 3.85230 -0.7848
N 1.53320 -0.62160 2.57910 1.3458
C 2.90200 -0.20310 2.27700 -0.5962
N 3.84260 -0.56470 3.32810 0.1092
C 3.78720 -2.00940 3.53030 -0.7520
C 3.40470 0.07030 4.56950 -0.7023
H 0.52810 -2.39080 3.03560 0.3321
H 1.86560 -2.55440 1.85970 -0.1359
H 2.68300 -2.09650 5.89990 0.3393
H 0.99620 -2.09270 5.31910 0.3620
H 1.14130 1.08940 3.72420 -0.0842
H 0.15370 -0.33900 4.12030 0.2218
H 2.91110 0.88440 2.15560 0.0250
H 3.22130 -0.67470 1.34080 -0.0450
H 4.45720 -2.26700 4.35340 0.3727
H 4.12180 -2.51350 2.61910 0.3371
H 3.41670 1.15580 4.43530 0.3409
H 4.10010 -0.20290 5.36610 0.3529

=====

10
Properties=species:S:1:pos:R:3:mulliken_charge:R:1 method="wB97M-V/def2-TZVPD" orbital_gap_ev=8.795 homo_energy_ev=-8.33 total_charge=0 largest_force_ev_per_a=6.53 energy_ha=-329.4536 de_lowest_kj_mol=285.6
C 0.81177 0.63927 -0.03767 -0.5443
C -0.32730 -0.91821 0.56096 0.0590
O 0.20547 1.81598 0.13908 -0.4880
O -1.48017 -0.75409 -0.06094 -0.4694
F 0.48674 -1.87892 -0.12511 -0.3057
H 1.56320 0.45139 0.62929 0.3628
H 0.95178 0.16121 -1.09925 0.3497
H -0.44304 -1.04834 1.62405 0.3231
H -0.47557 2.11831 -0.57866 0.3387
H -1.29289 -0.58660 -1.05175 0.3741